(1)
C10H8AuN6O4 as an isolated structure. Source: OMol25; level of theory: ωB97M-V/def2-TZVPD.

```
29
Properties=species:S:1:pos:R:3:forces:R:3
Au 0.608 -0.974 -1.458 0.0586 -0.0085 -0.7180
O 1.161 -4.665 -3.415 0.0378 0.0088 -0.0195
C 1.225 -3.593 -2.828 -0.0606 0.0103 0.1169
O 0.263 -3.070 -2.149 0.0091 -0.0609 0.0384
C 2.581 -2.777 -2.850 -0.0041 0.1240 0.0605
O 3.556 -3.248 -3.419 -0.0222 -0.0466 -0.0084
O 2.571 -1.646 -2.232 0.0484 -0.0572 0.0314
N 1.146 -2.312 1.728 -0.0035 0.0292 0.0410
C 0.538 -1.148 1.960 0.0575 -0.0497 -0.0358
N 0.321 -0.747 3.218 0.0405 0.0133 -0.0582
C -0.300 0.426 3.310 -0.1767 -0.0292 -0.0041
N -0.598 0.868 4.565 0.0923 0.0313 -0.0445
N -0.710 1.197 2.293 -0.0136 0.1005 0.1940
C -0.431 0.690 1.096 -0.0550 0.1275 -0.0758
N 0.179 -0.443 0.873 0.0030 -0.0815 0.1568
C -0.841 1.462 -0.115 -0.0219 0.0329 0.0056
C -1.534 2.656 0.019 -0.0190 0.0434 0.0781
C -1.911 3.346 -1.118 -0.0268 0.0401 0.0809
C -1.579 2.817 -2.353 0.0097 -0.0064 -0.0562
C -0.885 1.622 -2.403 0.0696 -0.1063 -0.0562
N -0.520 0.948 -1.309 0.0062 -0.0555 0.2712
H 1.446 -2.879 2.499 0.0040 -0.0191 -0.0237
H 1.303 -2.595 0.769 -0.0101 -0.0139 0.0112
H -0.086 0.442 5.318 -0.0152 -0.0141 0.0097
H -0.835 1.841 4.647 -0.0081 -0.0011 0.0052
H -1.758 3.009 1.015 -0.0121 0.0196 -0.0254
H -2.455 4.279 -1.043 -0.0003 0.0040 0.0139
H -1.852 3.320 -3.271 0.0154 -0.0261 -0.0071
H -0.603 1.174 -3.346 -0.0030 -0.0090 0.0181
```
Forces are in eV/Å.

LUMO in eV: 1.901
HOMO-LUMO gap in eV: 5.530
Net charge: -1
E in eV: -31325.9545


(2)
C8H12N2PTl as an isolated structure in a non-equilibrium geometry. Source: OMol25; level of theory: ωB97M-V/def2-TZVPD.

```
24
Properties=species:S:1:pos:R:3:forces:R:3
C -0.905 0.673 -2.674 0.7342 0.4278 0.4721
C -1.065 2.008 -3.142 0.5104 -0.1462 0.8013
C -0.023 2.808 -2.575 -0.1734 -1.1185 0.0581
C 0.812 1.961 -1.784 -0.7842 -0.3093 -0.2162
C 0.278 0.643 -1.832 -0.7266 0.5074 -0.4890
Tl -2.061 -1.699 0.087 -0.6941 1.4590 -0.4211
P -0.049 -3.598 0.051 1.2471 -0.9872 -0.1839
H -1.529 -0.190 -2.916 0.2100 0.2057 -0.1655
H -1.847 2.360 -3.811 0.1605 -0.0736 0.1951
H 0.114 3.878 -2.715 0.0054 -0.2755 -0.0696
H 0.692 -0.248 -1.359 0.0442 0.0731 -0.2041
H 1.706 2.263 -1.241 -0.1583 0.0031 -0.1235
H 1.230 -3.271 -0.526 -0.5718 -0.3759 0.3404
H -0.393 -4.762 -0.727 0.3609 0.5033 0.4395
H 0.359 -4.238 1.276 -0.0645 0.2151 -0.7000
N -0.769 -0.405 2.835 0.4242 0.0550 -0.6652
C 0.152 0.146 3.650 0.3381 0.1967 -0.5457
C 1.161 0.636 2.831 -0.3177 -0.1489 0.4473
C 0.780 0.344 1.518 -1.1460 -0.7909 0.2956
N -0.405 -0.304 1.512 0.4435 0.1592 0.8621
H -1.641 -0.860 3.091 0.4322 0.3137 -0.1180
H 0.037 0.162 4.723 -0.0388 -0.0015 -0.1082
H 2.060 1.142 3.129 0.0439 0.0642 0.1288
H 1.307 0.551 0.599 -0.2794 0.0443 -0.0304
```
Forces are in eV/Å.

LUMO (alpha / beta) in eV: -1.101 / -1.101
HOMO-LUMO gap (alpha / beta) in eV: 4.379 / 4.378
E in eV: -25448.5931
Energy above the lowest of the compared OMol25 structures with the same formula, charge and spin in kJ/mol: 23.4


(3)
An isolated ion of composition C9H8FN2O2 and charge +1 in a non-equilibrium geometry. Source: OMol25; level of theory: ωB97M-V/def2-TZVPD.

```
22
Properties=species:S:1:pos:R:3:forces:R:3
C -0.251 -1.122 -0.263 0.2879 0.2765 0.0168
C -0.221 1.241 0.253 0.3037 -0.2113 0.0324
C -1.626 -1.093 -0.279 -0.0707 0.1440 0.0680
C -1.598 1.245 0.248 -0.1989 -0.2640 -0.0616
C 0.477 0.050 0.002 -0.6625 0.1556 -0.0220
C -2.330 0.085 -0.020 0.5226 0.0676 -0.0354
C 1.925 0.004 0.003 -0.1464 -0.3325 0.0305
C 2.769 -1.097 0.086 4.5447 1.4792 -0.1593
C -3.814 0.101 -0.016 -0.2875 -0.0267 0.1219
N 4.131 -0.628 0.021 -5.0222 -1.5615 0.1021
N 2.720 1.112 -0.084 0.0651 -0.9046 0.0927
O 2.485 2.269 -0.163 0.3775 -0.3128 -0.0191
O 4.090 0.712 -0.061 0.5329 0.7625 -0.0298
F 2.548 -2.359 0.204 -0.0870 0.5949 -0.0520
H 0.258 -2.048 -0.476 0.0317 -0.1319 -0.0391
H 0.305 2.158 0.460 -0.0020 0.0447 0.0098
H -2.168 -2.000 -0.501 -0.0616 -0.0788 -0.0164
H -2.121 2.167 0.449 -0.0617 0.0998 0.0077
H -4.218 -0.654 -0.685 -0.0638 0.0092 -0.0521
H -4.179 -0.122 0.989 -0.0494 -0.0061 0.0189
H -4.199 1.079 -0.293 -0.0598 0.0184 -0.0530
H 5.020 -1.102 0.126 0.1074 0.1779 0.0390
```
Forces are in eV/Å.

LUMO (alpha / beta) in eV: -5.648 / -5.650
HOMO-LUMO gap (alpha / beta) in eV: 6.993 / 6.992
Net charge: +1
E in eV: -19243.1123
Energy above the lowest of the compared OMol25 structures with the same formula, charge and spin in kJ/mol: 0.0
SMILES: Cc1ccc(-c2c(F)[nH]o[n+]2=O)cc1


(4)
A 6-piece molecular cluster, C22H58N2O7 overall in a non-equilibrium geometry. Source: OMol25; level of theory: ωB97M-V/def2-TZVPD.

```
89
Properties=species:S:1:pos:R:3:forces:R:3
C 1.452 1.600 -1.563 0.0047 1.0530 -0.5835
C 0.338 0.621 -1.441 -2.5329 0.1601 -1.9873
C -0.635 0.534 -2.720 1.6907 0.8456 0.6265
O 0.947 -0.607 -1.291 0.4859 -1.5261 0.4075
H 2.002 1.403 -2.483 0.3056 -0.4173 0.1444
H 2.108 1.553 -0.693 0.0210 0.0291 -0.1199
H 1.115 2.622 -1.730 -0.2428 0.1143 0.4621
H -0.396 0.828 -0.663 0.4332 0.2104 0.7870
H -1.362 -0.275 -2.643 0.0540 -0.0076 0.1897
H 0.010 0.381 -3.586 -0.1051 -0.2059 -0.1923
H -1.149 1.483 -2.876 -0.1556 -0.0254 0.1072
H 0.315 -1.275 -1.566 0.0521 -0.2895 0.1564
C -0.603 -5.700 0.807 -0.4902 0.3207 -0.0082
C -1.400 -5.653 -0.500 -0.1319 0.4982 0.3335
C -2.437 -6.713 -0.667 -0.2133 -0.6875 0.7593
O -2.016 -4.367 -0.725 1.0361 -0.0036 -0.2482
H -0.181 -6.697 0.931 0.2473 0.0933 0.0059
H -1.187 -5.470 1.697 -0.3373 -0.1019 -0.0448
H 0.168 -4.930 0.768 0.2095 -0.2199 -0.0523
H -0.643 -5.854 -1.257 -0.0989 0.6448 -0.4936
H -3.214 -6.623 0.092 -0.2583 0.2403 0.0389
H -1.977 -7.673 -0.433 -0.0699 -0.2609 -0.4843
H -2.893 -6.677 -1.656 0.1256 -0.1849 0.0529
H -2.910 -4.351 -0.377 -0.0250 -0.2904 0.1143
C 5.262 -3.691 -4.090 0.0951 -0.0399 -1.3174
C 4.478 -2.700 -4.959 -1.7950 -1.2073 1.6303
C 2.958 -3.057 -5.027 1.1186 -0.7429 -0.9452
O 4.536 -1.491 -4.269 0.6566 1.9882 -0.3970
H 4.791 -3.685 -3.107 0.0185 -0.4463 0.0032
H 6.301 -3.381 -3.982 -0.0375 0.1420 0.0008
H 5.269 -4.662 -4.586 -0.1257 -0.3159 0.4588
H 4.809 -2.607 -5.993 0.4813 0.3264 0.2465
H 2.512 -3.303 -4.063 0.0691 0.5375 0.1770
H 2.830 -3.964 -5.617 -0.0922 -0.0927 -0.2382
H 2.485 -2.236 -5.567 -0.3350 -0.0606 0.3645
H 4.212 -1.624 -3.375 -0.0875 -0.0613 0.0355
C -0.503 6.799 -5.286 0.6389 -0.9655 -1.2331
C -0.647 7.599 -6.630 -2.2358 -0.3457 1.0200
C -1.897 7.247 -7.462 0.9236 -1.3178 -0.3193
O -0.900 8.861 -6.115 0.2712 2.4589 0.8336
H 0.302 7.265 -4.717 -0.0697 -0.1371 0.0293
H -0.280 5.745 -5.451 0.5719 -0.0680 -0.3083
H -1.377 6.679 -4.645 -0.4101 0.9694 -0.3602
H 0.224 7.627 -7.285 0.3407 -0.5311 0.2866
H -2.843 7.354 -6.931 0.2739 0.0085 0.2492
H -1.747 6.211 -7.764 -0.4642 -0.3193 -0.0979
H -1.967 7.791 -8.404 0.1849 0.3648 0.1205
H -0.718 9.574 -6.733 -0.0249 -0.1201 -0.2187
C 2.308 2.321 5.018 -0.8008 0.2544 0.6907
O 3.240 3.259 4.637 1.5282 0.2930 -1.2038
C 3.870 3.918 5.729 -0.1739 0.5795 -1.7075
C 4.801 3.025 6.491 -0.2233 -1.0580 1.9298
N 4.216 2.609 7.848 1.4247 0.1144 -0.2318
C 5.111 1.689 8.631 -0.8207 2.1058 -0.4097
C 4.415 1.029 9.803 -0.3003 -0.3061 -1.4107
O 3.672 -0.018 9.168 -0.3039 -1.1963 0.7931
C 3.350 -1.126 10.044 0.9416 1.1127 -0.1352
H 1.573 3.000 5.452 -1.0792 -1.0510 0.6592
H 2.724 1.589 5.710 -0.1346 -0.0399 0.3739
H 1.883 1.744 4.197 0.1821 0.4284 -0.3166
H 3.149 4.486 6.317 -0.3265 -0.5556 0.6495
H 4.366 4.733 5.202 0.6464 -0.1422 0.1480
H 5.790 3.480 6.552 -0.1463 0.6396 1.1002
H 5.141 2.156 5.928 -0.8139 -0.4629 -0.5540
H 3.314 2.158 7.792 -0.1047 0.0310 -0.7006
H 5.855 2.374 9.036 0.6319 -0.3951 -0.1835
H 5.488 0.909 7.968 0.5139 -0.0995 0.2230
H 3.731 1.690 10.335 0.0083 0.2275 0.0583
H 5.198 0.705 10.489 -0.1080 -0.5689 0.1477
H 2.839 -1.935 9.521 -0.3255 0.5300 -0.1521
H 2.816 -0.719 10.903 -0.4001 -0.3886 0.0541
H 4.283 -1.558 10.406 0.1841 -0.0528 0.1752
C -7.118 -0.884 -3.629 0.7888 1.6874 0.6612
C -6.644 -1.866 -2.573 -2.0411 -0.6807 -0.6112
C -7.137 -1.669 -1.134 1.0055 0.9945 0.9167
O -6.565 -2.689 -0.301 0.1318 -0.8234 0.1211
C -6.174 -2.351 1.027 0.1827 0.8677 -0.4934
N -7.265 -3.134 -2.962 0.9754 -1.2027 0.5468
H -7.041 -1.163 -4.680 0.3996 -0.7087 0.2898
H -6.417 -0.063 -3.474 -0.4149 0.7620 -0.4578
H -8.141 -0.521 -3.533 -0.0639 -0.0356 0.4791
H -5.554 -1.869 -2.567 0.0041 -0.5580 -0.0846
H -8.220 -1.778 -1.078 -0.1667 0.3279 -0.1370
H -6.811 -0.717 -0.715 -0.2111 0.4111 -0.0304
H -6.983 -2.056 1.694 -0.4208 -0.0477 -0.2049
H -5.485 -1.508 0.972 0.1365 0.2207 0.1167
H -5.632 -3.152 1.530 -0.1729 -0.3594 -0.5430
H -8.262 -2.992 -3.040 -0.2546 0.3956 -0.4193
H -7.222 -3.621 -2.079 0.1514 -1.2635 -0.1389
```
Forces are in eV/Å.

LUMO in eV: 0.528
HOMO-LUMO gap in eV: 9.203
E in eV: -41062.1139
SMILES: COC[C@H](C)N.COCCNCCOC.CC(C)O.CC(C)O.CC(C)O.CC(C)O


(5)
C5H9NO as an isolated structure in a non-equilibrium geometry. Source: OMol25; level of theory: ωB97M-V/def2-TZVPD.

```
16
Properties=species:S:1:pos:R:3:forces:R:3
C 0.020 0.048 -0.924 -1.2292 -0.8293 -1.3279
C -0.890 -0.383 0.255 1.4119 -1.3789 2.8372
C 0.175 -1.643 0.681 -3.8085 0.4645 -0.4751
C 0.995 0.257 0.204 4.9503 0.5541 -0.4412
C -0.056 0.646 1.134 -2.3821 4.1182 1.6483
H 0.187 1.386 -2.390 0.0104 0.4822 -0.6735
H -1.470 1.544 -1.807 4.2753 -1.3163 0.9600
H 0.522 -0.919 -1.522 -1.8542 2.7759 0.4748
H -1.928 -0.633 0.690 1.0908 0.3970 -2.0746
H -0.242 -1.651 1.689 1.2077 -1.2729 0.5827
H 0.040 -2.524 0.040 -0.3064 -0.0204 0.6335
H 1.809 1.037 -0.029 -0.5432 -1.7377 0.5689
H -0.205 0.836 2.389 1.0919 -1.2354 -3.6685
H -0.041 1.771 0.675 -1.4089 -2.2485 1.3475
N -0.338 1.350 -1.538 -3.2853 -0.4224 -0.8765
O 1.423 -1.121 0.452 0.7795 1.6698 0.4843
```
Forces are in eV/Å.

LUMO in eV: 0.980
HOMO-LUMO gap in eV: 9.900
E in eV: -8863.1129
Energy above the lowest of the compared OMol25 structures with the same formula, charge and spin in kJ/mol: 588.5


(6)
One molecule with the formula C3H7NO2 in a non-equilibrium geometry. Source: OMol25; level of theory: ωB97M-V/def2-TZVPD.

```
13
Properties=species:S:1:pos:R:3:forces:R:3
C -1.972 0.449 0.310 -1.3011 5.4294 -3.2663
C -0.034 -0.627 -0.723 -0.5644 -0.1897 0.2952
C 0.848 0.117 0.191 1.3627 -7.5423 1.1111
H -1.803 -0.194 1.040 -0.0321 -2.0204 4.3240
H -3.084 0.681 0.067 1.8418 -1.3470 0.1253
H -1.648 1.582 0.480 0.1513 -2.4875 -0.0635
H 0.454 0.077 1.134 -1.2701 0.1840 2.5713
H 0.980 0.980 -0.109 0.2100 8.9182 -2.7684
H 2.260 -1.032 -0.718 0.1893 1.4625 2.6912
H 2.792 0.182 0.245 6.5109 6.6367 0.0917
N 2.187 -0.451 0.224 -6.1300 -9.0123 -2.8622
O -1.311 -0.210 -0.757 -0.8095 0.0188 -1.7075
O 0.332 -1.553 -1.383 -0.1587 -0.0506 -0.5419
```
Forces are in eV/Å.

LUMO in eV: 0.747
HOMO-LUMO gap in eV: 10.332
E in eV: -8806.9162
Energy above the lowest of the compared OMol25 structures with the same formula, charge and spin in kJ/mol: 348.6
SMILES: COC(=O)CN